124
Properties=species:S:1:pos:R:3:forces:R:3 method="wB97M-V/def2-TZVPD" lumo_ha=-0.029 total_charge=0 gap_ha=0.2986 e_tot_ev=-117372.023
C -2.586 -1.673 0.515 0.4838 -0.1098 0.0322
C -2.803 -2.667 1.812 -1.9758 -0.3245 -0.9608
O -1.569 -2.954 2.560 -0.1414 3.3695 0.9807
P -1.189 -1.714 3.722 -0.1182 -1.6267 4.7294
O -1.661 -2.134 5.205 1.0995 1.7310 -5.7128
C 0.754 -1.662 3.832 1.3513 -0.1798 -0.5707
C 1.493 -2.115 2.439 0.0928 0.5801 -0.9936
C 1.351 -0.859 1.344 -1.6886 -0.3534 0.7114
Si 2.612 -0.994 -0.108 -0.7921 0.0016 -1.2990
C 4.178 0.110 0.067 1.6127 0.8744 0.2439
C 4.496 0.602 1.597 0.6973 0.1490 -0.1870
C 3.547 1.862 2.045 -0.3690 -0.4973 0.0353
C 4.339 3.297 2.183 -0.8110 0.1665 -1.6889
S 4.090 4.073 3.912 -1.5250 1.7789 -1.8254
C 3.001 5.590 3.512 0.8351 2.7582 -0.8101
N 3.565 6.972 3.255 -5.4278 -4.9976 0.5474
N 2.452 7.782 2.955 -4.0132 -5.8185 1.0027
C 1.199 6.888 3.041 4.3441 1.1736 0.0452
O 1.518 5.470 3.401 3.7201 5.6489 -1.0341
O 1.777 -0.804 -1.679 1.0488 1.6890 1.7796
C 1.845 0.619 -2.042 0.9877 0.5356 -0.7011
C 0.808 1.092 -3.218 1.4285 -0.7548 -0.6197
N -0.611 0.591 -3.071 0.1001 1.9335 0.9736
C -1.126 0.672 -1.652 -1.4769 0.3935 0.4660
C -1.189 2.222 -1.047 -0.2288 -0.7271 1.6181
C -0.582 2.295 0.505 0.1266 0.9591 -0.5681
O -2.634 2.600 -0.901 1.4945 0.4372 1.7180
O -1.678 -0.104 3.271 -0.4799 -3.1350 0.7630
C -3.069 0.189 3.651 -2.4830 1.8023 0.3617
C -3.248 1.842 3.767 0.1050 -0.4414 -0.9722
H -1.920 -0.726 0.741 -1.4391 -1.9483 -0.0938
H -2.006 -2.285 -0.322 -1.3951 1.3339 1.6491
H -3.621 -1.269 0.112 2.0614 -1.0978 0.8221
H -3.200 -3.704 1.374 1.0468 2.1844 1.0524
H -3.663 -2.304 2.549 2.0717 -0.6253 -1.6745
H 1.094 -0.563 4.105 -0.9131 -2.1764 -0.6180
H 1.157 -2.351 4.717 -1.5437 1.3795 -1.8443
H 0.988 -3.045 1.913 0.9235 1.8585 1.3944
H 2.636 -2.408 2.574 -2.3975 0.7614 0.0860
H 0.263 -1.001 0.876 2.2282 0.4203 0.9237
H 1.328 0.178 1.891 0.1410 -1.9920 -0.9362
H 3.088 -2.401 -0.104 -0.1363 0.0796 -0.0348
H 4.196 1.068 -0.614 -0.1154 -2.0578 1.3829
H 5.099 -0.553 -0.291 -1.9388 1.3796 0.6317
H 4.416 -0.307 2.337 0.0522 1.8410 -1.2879
H 5.630 0.967 1.622 -2.3847 -0.8248 0.0393
H 2.996 1.605 3.070 1.1829 0.6977 -2.2726
H 2.717 1.983 1.198 1.6991 -0.1821 1.9332
H 3.851 4.019 1.367 1.1938 -1.3381 2.0297
H 5.483 3.253 1.930 -2.2135 -0.0926 0.7690
H 0.108 7.272 2.816 2.5202 -1.2625 0.6641
H 1.766 1.253 -1.062 -0.2302 -0.7265 -1.7646
H 2.945 0.799 -2.468 -2.5609 -0.0885 0.8712
H 1.223 0.633 -4.236 -0.8343 0.9710 2.1857
H 0.906 2.263 -3.341 -0.1838 -2.0908 0.4765
H -1.197 1.302 -3.604 0.8200 -1.4015 0.7373
H -2.266 0.320 -1.695 2.4402 0.7888 0.1199
H -0.604 -0.078 -0.898 -0.6844 1.7582 -1.9003
H -0.725 3.021 -1.765 -0.5327 -1.6488 1.3589
H 0.565 2.071 0.564 -2.2022 0.3138 -0.1923
H -1.154 1.582 1.251 1.0980 1.3427 -1.6982
H -0.716 3.428 0.851 0.2637 -2.3765 -0.5180
H -2.706 3.026 0.020 0.1211 -0.9241 -2.1184
H -3.404 -0.264 4.677 1.1176 0.4998 -2.1285
H -3.863 -0.140 2.823 2.2540 0.4140 1.6314
H -3.232 2.232 4.873 0.2484 -0.7655 -2.2690
H -2.396 2.292 3.084 -1.6285 -0.6260 1.6972
H -4.269 2.173 3.262 2.0465 -0.8143 1.1553
C 6.118 0.671 -4.565 0.1631 0.2904 -0.1455
N 5.266 0.494 -3.359 -0.3715 -0.3863 0.1987
O 5.406 1.312 -2.442 -0.3318 -0.9019 -1.0032
O 4.480 -0.461 -3.366 1.2504 1.5347 0.3397
H 6.757 1.545 -4.422 -0.2682 -0.1633 0.1021
H 6.721 -0.232 -4.678 -0.4109 0.2630 -0.0260
H 5.454 0.815 -5.420 0.0295 -0.1069 0.1765
C 10.034 -2.659 -4.559 0.1469 -0.0832 0.3315
N 8.802 -2.097 -5.175 -0.7571 0.3328 -0.4341
O 7.888 -1.765 -4.411 1.3124 -0.6823 -1.2304
O 8.788 -2.003 -6.408 -0.2298 -0.0460 1.8058
H 9.908 -2.683 -3.474 -0.0935 0.0577 -0.3122
H 10.168 -3.669 -4.953 0.0185 0.2538 -0.0524
H 10.867 -2.010 -4.836 -0.1623 -0.1815 -0.0875
C -7.539 -0.553 3.050 -0.1968 0.2019 0.1720
N -6.169 -1.124 3.145 0.3776 -0.2180 0.3498
O -5.621 -1.102 4.253 -0.5991 -0.3064 -1.6701
O -5.681 -1.579 2.103 -0.5205 0.6286 1.4754
H -7.840 -0.192 4.036 0.2535 -0.1591 -0.1474
H -7.505 0.269 2.333 -0.0072 -0.2963 0.0657
H -8.205 -1.349 2.711 0.2851 0.2635 -0.0903
C -3.846 -7.148 2.326 0.1710 0.2261 0.2202
N -4.862 -7.124 1.239 -0.7968 0.1337 -0.8306
O -5.322 -6.022 0.919 0.5573 -1.6737 0.2916
O -5.169 -8.212 0.738 0.3436 1.6246 0.6264
H -3.674 -6.126 2.671 -0.1202 -0.2239 -0.1534
H -4.242 -7.767 3.134 0.1121 0.0090 -0.2309
H -2.930 -7.574 1.911 -0.2344 -0.0480 0.0909
C 5.469 -2.186 -7.991 0.1313 -0.2771 -0.0752
N 4.598 -1.391 -7.084 -0.7713 0.1167 0.9045
O 4.034 -1.997 -6.166 0.7926 1.1858 -1.4023
O 4.505 -0.181 -7.320 0.0373 -1.4977 0.4009
H 5.456 -3.229 -7.668 -0.0794 0.3207 0.0184
H 5.066 -2.091 -9.002 0.1193 0.1146 0.1839
H 6.477 -1.774 -7.925 -0.2035 0.0137 -0.0633
C 3.219 4.381 -2.817 0.0869 -0.2080 0.2981
N 3.424 4.436 -4.289 0.1565 0.0111 -1.1286
O 4.049 3.504 -4.809 -0.8846 1.3713 0.5115
O 2.952 5.413 -4.881 0.7572 -1.5161 0.7480
H 3.684 3.472 -2.429 -0.0528 0.1423 -0.2115
H 3.687 5.268 -2.385 -0.2030 -0.0755 -0.1279
H 2.142 4.371 -2.634 0.1842 0.1516 -0.0586
C -11.289 -2.492 4.260 -0.1503 0.3098 -0.0254
N -10.234 -3.344 3.648 0.7408 -0.8943 -0.2845
O -9.596 -2.864 2.704 -0.8329 -0.9520 1.1967
O -10.077 -4.471 4.132 -0.1380 1.8104 -0.8922
H -11.317 -1.534 3.737 0.0905 -0.2972 0.0563
H -12.240 -3.017 4.153 0.2221 0.0213 0.1322
H -11.029 -2.350 5.311 -0.0984 -0.1698 -0.1687
C -5.571 1.506 -1.117 0.2045 0.3317 -0.0941
N -6.423 1.329 0.089 -0.5161 -0.2538 0.4511
O -6.283 2.147 1.006 -0.3999 -1.2198 -0.8735
O -7.209 0.375 0.082 1.0264 1.5550 0.1757
H -4.932 2.380 -0.974 -0.2005 -0.3474 0.0179
H -4.968 0.603 -1.231 -0.1888 0.1324 -0.0134
H -6.235 1.650 -1.972 0.0562 -0.2029 0.1670